Record 1
Computed, not measured: a cluster of 2 separate species, C32H29F3N4O3S in total at a distorted geometry, with ωB97M-V/def2-TZVPD.

Each line ends with the Löwdin charge.
Atoms and positions in Å:
F: -1.118 -4.052 -5.525  0.133
C: -1.774 -3.931 -4.368  -0.693
F: -2.289 -2.710 -4.208  0.136
F: -2.709 -4.871 -4.216  0.152
S: -0.547 -4.171 -3.010  0.828
C: -1.710 -3.964 -1.655  -0.206
C: -1.280 -4.120 -0.371  -0.314
C: -2.164 -3.948 0.738  -0.054
C: -1.711 -4.098 2.013  -0.062
C: -0.373 -4.424 2.274  -0.295
C: 0.068 -4.557 3.577  -0.252
N: 0.428 -4.665 4.681  0.113
C: 0.507 -4.615 1.198  -0.045
C: 0.074 -4.471 -0.083  -0.062
O: -0.020 -5.565 -2.782  -0.337
O: 0.455 -3.059 -2.824  -0.377
H: -2.729 -3.731 -1.891  0.063
H: -3.195 -3.696 0.557  0.099
H: -2.376 -3.968 2.852  0.110
H: 1.531 -4.884 1.397  0.111
H: 0.740 -4.641 -0.913  0.076
C: -0.064 5.192 2.321  -0.005
N: 0.305 3.848 1.922  -0.027
C: 0.794 2.960 2.854  -0.388
O: 0.952 3.173 4.036  0.119
C: 1.073 1.659 2.123  -0.141
C: 0.264 0.507 2.720  -0.079
C: 0.555 0.258 4.172  -0.241
C: -0.422 0.446 5.138  -0.040
C: -0.148 0.234 6.474  -0.071
C: 1.113 -0.165 6.864  -0.080
C: 2.098 -0.345 5.917  -0.068
C: 1.819 -0.136 4.581  -0.038
N: 0.747 1.903 0.684  0.071
C: 0.936 0.983 -0.303  0.045
C: 0.634 1.215 -1.627  -0.060
C: 0.774 0.316 -2.664  0.066
C: 0.456 0.628 -4.013  -0.183
C: 0.640 -0.334 -5.025  0.020
C: 0.350 -0.050 -6.333  0.009
C: -0.151 1.201 -6.704  -0.217
C: -0.460 1.497 -8.029  -0.173
N: -0.722 1.757 -9.134  0.186
C: -0.349 2.160 -5.709  -0.005
C: -0.050 1.888 -4.399  0.006
C: 0.245 3.317 0.527  -0.427
C: -1.203 3.329 0.044  0.012
C: 1.183 4.138 -0.356  0.010
H: 0.064 5.292 3.397  0.099
H: 0.569 5.922 1.822  0.090
H: -1.105 5.387 2.073  0.091
H: 2.148 1.445 2.192  0.168
H: -0.797 0.738 2.592  0.130
H: 0.439 -0.412 2.154  0.127
H: -1.398 0.782 4.836  0.111
H: -0.918 0.383 7.214  0.105
H: 1.330 -0.329 7.907  0.104
H: 3.089 -0.646 6.220  0.106
H: 2.592 -0.258 3.843  0.111
H: 1.343 0.030 -0.015  0.155
H: 0.249 2.181 -1.874  0.055
H: 1.127 -0.674 -2.442  0.116
H: 0.999 -1.310 -4.749  0.112
H: 0.497 -0.791 -7.100  0.129
H: -0.750 3.119 -5.992  0.125
H: -0.214 2.654 -3.664  0.104
H: -1.836 2.804 0.758  0.102
H: -1.573 4.348 -0.052  0.092
H: -1.322 2.840 -0.919  0.076
H: 2.177 4.165 0.087  0.104
H: 1.282 3.726 -1.357  0.073
H: 0.829 5.163 -0.454  0.093

Calculated values
gap between HOMO and LUMO: 2.31 eV
max |F|: 7.6 eV/Å
DFT total energy: -64740.3819 eV
total charge: 0
multiplicity: 1

=====

Record 2
Computed, not measured: a structure of composition C20H18ClINO11SSc, with ωB97M-V/def2-TZVPD.

Each line ends with the Löwdin charge.
Atoms and positions in Å:
Sc: -0.689 -1.529 1.395  0.763
O: 0.123 -1.148 -2.415  0.116
C: 0.824 -1.860 -1.544  -0.486
O: 1.102 -1.471 -0.434  0.059
C: 1.215 -3.242 -2.046  -0.112
O: 0.508 -4.249 -1.369  -0.097
C: -0.854 -4.359 -1.736  -0.112
C: -1.852 -3.345 -1.142  -0.607
O: -2.963 -3.334 -1.653  0.034
O: -1.448 -2.651 -0.151  -0.123
H: -0.253 -0.391 -1.882  0.086
H: 2.269 -3.396 -1.816  0.138
H: 1.046 -3.300 -3.128  0.125
H: -1.177 -5.342 -1.391  0.131
H: -0.966 -4.322 -2.826  0.123
C: 3.813 1.953 -3.221  -0.068
C: 3.116 1.870 -1.887  -0.291
C: 3.491 0.918 -0.944  -0.044
C: 2.814 0.797 0.259  -0.048
C: 1.751 1.642 0.541  -0.251
C: 1.373 2.604 -0.383  -0.063
C: 2.052 2.715 -1.588  -0.055
S: 0.865 1.495 2.098  0.556
O: 1.750 2.123 3.062  -0.326
O: -0.399 2.148 1.841  -0.309
N: 0.666 -0.031 2.369  -0.264
C: 1.680 -0.711 3.191  -0.191
C: 1.945 -2.109 2.637  -0.655
O: 3.027 -2.649 2.838  0.007
O: 0.942 -2.621 2.013  -0.194
H: 4.825 1.551 -3.162  0.067
H: 3.875 2.985 -3.571  0.067
H: 3.272 1.380 -3.979  0.075
H: 4.311 0.242 -1.164  0.110
H: 3.088 0.019 0.960  0.116
H: 0.532 3.245 -0.149  0.108
H: 1.743 3.462 -2.313  0.103
H: 1.303 -0.857 4.210  0.121
H: 2.614 -0.157 3.272  0.101
Cl: -5.706 4.365 0.614  0.571
C: -4.671 2.977 0.914  -0.677
C: -4.854 2.222 2.090  -0.109
C: -4.065 1.139 2.347  0.020
C: -3.032 0.732 1.442  -0.338
O: -2.320 -0.278 1.697  -0.178
C: -2.875 1.520 0.265  -0.132
C: -1.856 1.213 -0.684  -0.165
O: -1.030 0.303 -0.615  -0.021
C: -3.700 2.633 0.022  -0.077
H: -5.629 2.515 2.786  0.096
H: -4.190 0.548 3.245  0.120
H: -1.823 1.879 -1.569  0.135
H: -3.550 3.216 -0.880  0.107
I: -2.035 -3.063 3.534  -0.058

Calculated values
gap between HOMO and LUMO: 6.51 eV
max |F|: 0.3 eV/Å
DFT total energy: -97213.0472 eV
relative energy (zero: lowest compared OMol25 entry of this formula, charge and spin): 83.44 kJ/mol
total charge: -2
multiplicity: 1

=====

Record 3
Computed, not measured: a cluster of 13 separate species, C5H36NO14 in total at a distorted geometry, with ωB97M-V/def2-TZVPD.

Each line ends with the Löwdin charge.
Atoms and positions in Å:
C: 0.314 1.419 -0.879  -0.207
N: 0.630 0.532 0.263  -0.034
C: 1.957 -0.075 0.158  -0.344
O: 1.952 -1.186 -0.708  -0.202
C: -1.203 1.550 -1.080  -0.124
C: -1.904 2.205 0.148  -0.409
C: -3.409 2.321 -0.250  -0.047
O: -2.034 1.288 1.208  -0.074
H: 0.788 2.431 -0.751  0.125
H: 0.959 1.113 -1.748  0.073
H: 0.604 2.871 2.285  -0.003
H: 2.466 -0.340 1.145  0.121
H: 2.733 0.598 -0.097  0.077
H: -1.679 0.579 -1.268  0.126
H: -1.349 2.285 -1.897  0.121
H: -1.494 3.175 0.455  0.140
H: -3.748 3.008 0.561  0.088
H: -3.548 2.625 -1.261  0.060
H: -3.961 1.435 -0.049  0.065
H: -1.193 1.138 1.672  0.041
H: 1.980 -1.152 -3.026  0.005
H: 3.044 -0.919 -2.015  0.026
O: 2.927 -0.965 -3.012  -0.111
H: 0.993 -1.856 -0.583  0.082
H: 0.248 -3.509 0.613  0.029
O: 0.239 -2.693 0.113  -0.300
H: -0.798 -0.266 4.456  0.057
H: -0.573 -0.364 2.978  -0.010
O: -1.274 -0.167 3.617  -0.052
H: 1.583 3.926 2.373  -0.003
H: 0.054 -0.337 0.278  0.091
O: 0.641 3.830 2.523  -0.083
H: 3.690 2.817 0.422  0.048
H: 2.716 2.133 1.411  0.008
O: 3.052 2.993 1.126  -0.048
H: 1.223 0.259 2.891  0.004
H: 0.241 1.292 3.377  0.047
O: 1.115 1.215 2.943  -0.078
H: -0.150 -1.070 -4.258  0.015
H: -0.751 -2.461 -3.912  0.001
O: -0.881 -1.671 -4.461  -0.071
H: 0.779 -1.882 2.346  0.054
H: 1.142 -2.847 3.575  0.047
O: 0.995 -1.933 3.329  -0.069
H: -2.313 -3.703 -1.152  -0.030
H: -3.228 -3.775 -0.082  0.000
O: -3.120 -4.191 -0.945  -0.099
H: 0.141 -4.097 -2.533  0.042
H: -0.471 -3.259 -1.224  0.000
O: -0.620 -3.673 -2.137  -0.103
H: 1.842 1.383 -3.582  0.030
H: 2.535 1.589 -2.230  0.000
O: 2.223 2.049 -3.007  -0.068
H: -1.297 -1.949 0.289  0.019
H: -2.498 -1.664 1.225  0.033
O: -2.310 -2.054 0.366  -0.103

Calculated values
gap between HOMO and LUMO: 8.44 eV
max |F|: 3.1 eV/Å
DFT total energy: -35924.5139 eV
relative energy (zero: lowest compared OMol25 entry of this formula, charge and spin): 397.33 kJ/mol
total charge: -1
multiplicity: 1

=====

Record 4
Computed, not measured: the ion C6H11N2O5P with charge -2 at a distorted geometry, with ωB97M-V/def2-TZVPD.

Each line ends with the Löwdin charge.
Atoms and positions in Å:
O: 1.760 -2.190 -1.248  -0.430
P: 2.018 -1.322 -0.008  0.265
O: 3.480 -0.976 0.227  -0.436
O: 1.485 -2.117 1.246  -0.198
C: 0.004 -2.351 1.408  -0.616
O: -0.247 -2.860 2.539  -0.171
N: -0.804 -1.134 1.197  -0.138
O: -0.961 -0.527 2.566  -0.134
N: -0.581 -0.274 0.200  -0.092
C: -1.573 0.830 0.203  -0.220
C: -1.583 1.449 -1.181  -0.213
C: -0.158 2.021 -1.445  -0.226
C: 0.891 0.935 -1.429  -0.209
C: 0.966 0.251 -0.006  -0.183
H: -0.104 -3.043 0.626  0.105
H: -0.637 -1.354 3.070  0.047
H: -1.347 1.724 0.861  0.114
H: -2.612 0.352 0.491  0.141
H: -2.333 2.269 -1.140  0.093
H: -1.790 0.705 -1.949  0.103
H: -0.054 2.269 -2.471  0.081
H: 0.162 2.689 -0.714  0.081
H: 0.839 0.275 -2.228  0.075
H: 1.837 1.479 -1.489  0.104
H: 1.343 0.901 0.674  0.059

Calculated values
gap between HOMO and LUMO: 6.14 eV
max |F|: 6.2 eV/Å
DFT total energy: -28905.3506 eV
SMILES: O=[P@]1([O-])O[C@@H]([O-])N(O)N2CCCC[C@@H]21
relative energy (zero: lowest compared OMol25 entry of this formula, charge and spin): 0.00 kJ/mol
total charge: -2
multiplicity: 1

=====

Record 5
Computed, not measured: a structure of composition C17H24F6N3O8PRuS5, with ωB97M-V/def2-TZVPD.

Each line ends with the Löwdin charge.
Atoms and positions in Å:
Ru: 1.130 -0.461 -0.057  1.147
F: 4.033 1.525 -4.082  0.184
C: 3.512 0.704 -3.194  -0.683
F: 2.179 0.734 -3.280  0.123
F: 3.927 -0.538 -3.425  0.148
S: 4.003 1.190 -1.485  0.635
O: 3.347 0.150 -0.672  -0.489
O: 5.418 1.221 -1.431  -0.208
N: 3.362 2.609 -1.324  -0.263
S: 2.027 2.928 -0.586  0.626
O: 1.135 1.770 -0.441  -0.464
O: 1.417 4.119 -1.055  -0.213
C: 2.541 3.263 1.157  -0.672
F: 3.181 4.411 1.235  0.184
F: 3.339 2.280 1.590  0.131
F: 1.456 3.296 1.927  0.152
C: -4.619 -0.897 -0.841  -0.055
C: -3.243 -1.155 -0.279  -0.281
O: -2.268 -1.075 -1.347  -0.276
P: -1.130 0.037 -1.322  0.661
O: -1.944 1.392 -1.216  -0.234
C: -1.768 2.473 -0.257  -0.255
C: -3.111 2.822 0.332  -0.053
O: -0.560 -0.035 -2.780  -0.293
C: -1.385 0.079 -3.984  -0.224
C: -1.428 -1.255 -4.685  -0.060
H: -5.367 -1.003 -0.056  0.088
H: -4.846 -1.611 -1.632  0.087
H: -4.683 0.111 -1.251  0.079
H: -3.150 -2.153 0.148  0.103
H: -3.000 -0.427 0.501  0.093
H: -1.333 3.306 -0.806  0.122
H: -1.054 2.168 0.507  0.076
H: -3.816 3.093 -0.453  0.088
H: -3.000 3.675 1.002  0.090
H: -3.529 1.991 0.902  0.070
H: -0.904 0.846 -4.586  0.127
H: -2.378 0.427 -3.701  0.115
H: -0.421 -1.591 -4.930  0.084
H: -1.994 -1.159 -5.611  0.088
H: -1.910 -2.005 -4.060  0.077
C: -0.133 -5.519 -0.010  -0.043
O: 0.797 -4.644 -0.689  -0.161
C: 0.810 -3.377 -0.406  -1.238
S: -0.159 -2.651 0.765  0.687
S: 1.950 -2.428 -1.264  0.691
H: -1.144 -5.128 -0.102  0.084
H: 0.151 -5.600 1.037  0.097
H: -0.035 -6.474 -0.513  0.104
N: 3.961 -0.832 1.941  0.149
C: 2.849 -0.545 2.614  -0.671
N: 1.684 -0.264 2.052  -0.067
C: 0.701 -0.038 3.023  -0.336
C: -0.631 0.260 2.772  -0.055
C: -1.490 0.446 3.842  -0.060
C: -1.030 0.338 5.152  -0.064
C: 0.296 0.035 5.415  -0.064
C: 1.148 -0.151 4.338  -0.451
S: 2.849 -0.538 4.352  1.153
H: 4.015 -0.632 0.949  0.066
H: 4.823 -0.979 2.438  0.120
H: -0.985 0.343 1.750  0.059
H: -2.530 0.682 3.660  0.110
H: -1.714 0.490 5.975  0.114
H: 0.654 -0.050 6.432  0.119

Calculated values
gap between HOMO and LUMO (spin up / spin down): 8.85 / 6.60 eV
max |F|: 0.2 eV/Å
DFT total energy: -121215.2661 eV
relative energy (zero: lowest compared OMol25 entry of this formula, charge and spin): 0.00 kJ/mol
total charge: +1
multiplicity: 6

=====

Record 6
Computed, not measured: a structure of composition CHN2O4 at a distorted geometry, with ωB97M-V/def2-TZVPD.

Each line ends with the Löwdin charge.
Atoms and positions in Å:
C: -1.309 -0.804 0.160  -0.714
N: 0.334 -0.135 0.060  0.061
N: 0.990 0.939 0.123  -0.589
O: -1.198 -1.929 -0.161  0.033
O: -2.078 0.032 0.477  0.062
O: 0.524 1.803 0.890  -0.034
O: 1.984 1.042 -0.604  -0.074
H: 0.753 -0.948 -0.945  0.254

Calculated values
gap between HOMO and LUMO: 9.48 eV
max |F|: 8.1 eV/Å
DFT total energy: -12220.7604 eV
relative energy (zero: lowest compared OMol25 entry of this formula, charge and spin): 170.30 kJ/mol
total charge: -1
multiplicity: 1

=====

What is the formula in the first record? C32H29F3N4O3S